(1)
The following is a quantum chemistry calculation of the molecule C6H10O at a distorted geometry, from OMol25.

XYZ file:
```
17
Properties=species:S:1:pos:R:3:forces:R:3:lowdin_charge:R:1
C -2.07690 -0.54765 -0.19398 -0.5 0.1 0.1 -0.04
C -0.69561 -0.02454 -0.44167 0.0 0.2 -0.3 -0.44
O -0.54203 1.19486 0.24795 -0.1 0.4 0.2 -0.10
C 0.75052 1.73675 0.02177 0.1 0.2 -0.2 -0.26
C 1.94886 0.90263 0.09622 0.4 1.4 0.3 0.08
C 1.64274 -0.42703 0.51377 0.8 -0.2 0.1 -0.26
C 0.35267 -0.96974 0.01221 0.4 -3.1 -0.4 -0.18
H -2.79887 0.19046 -0.54485 -0.1 -0.1 0.0 0.08
H -2.23392 -0.69325 0.88068 0.1 0.0 -0.2 0.09
H -2.23652 -1.50260 -0.70506 0.0 0.2 0.0 0.09
H -0.55275 0.13346 -1.52492 -0.1 0.3 0.1 0.15
H 0.82019 2.18032 -0.99044 -0.2 0.1 0.1 0.13
H 0.87217 2.56318 0.73235 0.1 0.0 -0.2 0.14
H 0.66671 -1.63773 -0.81436 -0.5 0.3 0.1 0.13
H 1.60621 -0.28642 1.60929 0.1 0.3 0.1 0.16
H 2.45621 -1.13174 0.33285 0.1 0.0 0.2 0.11
H 0.02032 -1.68095 0.76819 -0.6 0.1 0.1 0.12
```
Positions in Å, forces in eV/Å.

## Properties
Net charge = 0
Relative energy (zero: lowest compared OMol25 entry of this formula, charge and spin) = 337.1 kJ/mol
HOMO level = -8.288 eV
Molecular weight = 98.1 g mol⁻¹
Frontier orbital gap = 8.55 eV

---

(2)
The following is a quantum chemistry calculation of the molecule C6H10O, from OMol25.

XYZ file:
```
17
Properties=species:S:1:pos:R:3:forces:R:3:lowdin_charge:R:1
O -1.42440 1.42438 -0.26469 0.0 0.0 0.2 -0.06
C -0.19686 1.29334 -0.94987 0.3 0.0 -0.2 -0.28
C -0.00148 -0.10510 -1.52164 0.0 0.0 0.0 -0.18
C -0.21967 -1.18896 -0.45242 0.0 -0.1 0.1 -0.18
C 0.49896 -1.02905 0.90622 0.1 -0.2 -0.1 -0.24
C 1.01317 0.25605 1.51028 -0.4 -0.2 0.3 -0.04
C -0.05134 -0.23430 2.07129 0.5 0.2 -0.2 -0.02
H -1.29726 1.01532 0.60446 -0.1 0.1 -0.1 0.05
H -0.17971 2.06100 -1.72751 -0.1 -0.1 0.0 0.12
H 0.64652 1.50477 -0.28214 -0.2 0.2 -0.1 0.08
H -0.71070 -0.27105 -2.34324 0.1 0.0 0.1 0.11
H 1.00587 -0.18209 -1.95425 -0.1 0.1 0.1 0.11
H 0.11202 -2.14764 -0.86592 -0.1 0.1 0.0 0.10
H -1.30025 -1.29679 -0.28889 0.2 0.1 0.1 0.11
H 1.07252 -1.92235 1.16640 -0.1 0.1 0.0 0.11
H 1.79372 1.00298 1.50685 -0.1 -0.1 0.0 0.11
H -0.76112 -0.18051 2.88506 0.1 -0.1 -0.2 0.10
```
Positions in Å, forces in eV/Å.

## Properties
Net charge = 0
SMILES = OCCCC1C=C1
Relative energy (zero: lowest compared OMol25 entry of this formula, charge and spin) = 257.6 kJ/mol
HOMO level = -9.505 eV
Molecular weight = 98.1 g mol⁻¹
Frontier orbital gap = 10.59 eV

---

(3)
The following is a quantum chemistry calculation of a cluster of 2 separate species, C6H10O in total at a distorted geometry, from OMol25.

XYZ file:
```
17
Properties=species:S:1:pos:R:3:forces:R:3:lowdin_charge:R:1
C -1.32899 1.30987 0.13962 0.0 0.3 -0.2 0.01
C -1.55736 0.14407 -0.45278 -0.9 0.6 0.3 -0.15
C -2.03135 -0.84148 0.51530 -0.1 -0.2 0.0 -0.33
O -2.60443 -1.83797 0.17182 -0.2 -0.7 0.3 0.05
H -1.57627 2.25136 -0.30850 0.7 0.5 -0.4 0.07
H -0.97087 1.28693 1.17195 -0.5 0.3 -0.1 0.08
H -1.88268 -0.02842 -1.48046 0.3 0.2 0.2 0.12
H -2.07606 -0.44034 1.56292 0.4 -0.7 -0.2 0.13
C 1.15173 -1.41967 0.39590 0.3 0.0 -0.1 -0.02
C 1.30172 -0.49455 -0.54680 0.3 -0.2 0.1 -0.27
C 1.92667 0.85242 -0.33066 0.1 0.0 0.0 -0.12
H 0.79863 -2.42360 0.17596 -0.1 0.2 0.0 0.06
H 1.44799 -1.22248 1.42391 -0.1 0.0 -0.1 0.06
H 1.05407 -0.73956 -1.58118 -0.1 0.0 0.2 0.10
H 2.88987 0.85304 -0.85231 0.0 0.2 0.1 0.07
H 2.11513 1.05978 0.72805 0.0 -0.1 -0.1 0.08
H 1.34219 1.69061 -0.73274 0.0 -0.3 0.0 0.06
```
Positions in Å, forces in eV/Å.

## Properties
Net charge = 0
SMILES = C=CC=O.C=CC
Relative energy (zero: lowest compared OMol25 entry of this formula, charge and spin) = 209.0 kJ/mol
HOMO level = -9.453 eV
Molecular weight = 98.1 g mol⁻¹
Frontier orbital gap = 9.99 eV

---

(4)
The following is a quantum chemistry calculation of the molecule C6H10O, from OMol25.

XYZ file:
```
17
Properties=species:S:1:pos:R:3:forces:R:3:lowdin_charge:R:1
C 1.96758 0.11552 0.55542 0.0 0.0 0.1 -0.05
C 0.59624 0.22745 -0.07679 -0.1 0.3 -0.1 -0.25
C 0.18943 1.38456 -0.61128 -0.2 -0.3 0.0 -0.17
O 0.73276 2.61376 -0.39101 0.3 0.1 0.2 0.01
C -0.31914 -0.94074 -0.26805 0.1 0.0 -0.2 -0.26
C -1.42925 -1.33634 0.68261 0.0 -0.1 0.2 -0.12
C -1.76715 -0.63735 -0.59381 -0.1 0.0 -0.1 -0.14
H 1.99282 0.19422 1.64986 -0.1 0.0 -0.1 0.08
H 2.61978 0.90111 0.14955 -0.1 -0.1 0.1 0.08
H 2.43784 -0.84183 0.29758 -0.2 0.1 0.0 0.08
H -0.63043 1.42854 -1.31870 0.0 0.1 0.2 0.12
H 1.08802 2.61026 0.50680 0.2 0.1 -0.2 0.10
H 0.13650 -1.80957 -0.74556 -0.2 0.2 -0.1 0.14
H -1.56654 -0.79364 1.61295 0.1 0.0 -0.1 0.10
H -1.66961 -2.39378 0.72984 0.2 0.1 0.1 0.10
H -2.26262 -1.14769 -1.41160 0.1 -0.2 0.2 0.10
H -2.09812 0.39057 -0.47246 0.1 -0.3 -0.1 0.09
```
Positions in Å, forces in eV/Å.

## Properties
Net charge = 0
SMILES = C/C(=C\O)C1CC1
Relative energy (zero: lowest compared OMol25 entry of this formula, charge and spin) = 127.2 kJ/mol
HOMO level = -8.346 eV
Molecular weight = 98.1 g mol⁻¹
Frontier orbital gap = 9.20 eV

---

(5)
The following is a quantum chemistry calculation of the molecule C6H10O, from OMol25.

XYZ file:
```
17
Properties=species:S:1:pos:R:3:forces:R:3:lowdin_charge:R:1
C 2.52312 0.36627 -0.48039 -0.1 -0.2 -0.1 0.00
C 1.35508 -0.26926 -0.51231 0.1 0.2 0.0 -0.19
C 0.14109 0.41004 -1.09774 -0.1 -0.1 -0.1 -0.21
C -0.95202 0.79535 -0.07631 0.0 0.0 0.1 -0.15
C -1.35107 -0.41840 0.71655 0.2 0.0 0.4 -0.44
C -0.85904 -0.72958 1.91806 -0.2 0.0 -0.4 0.05
O -2.14623 -1.32844 0.06565 0.0 0.1 -0.1 0.03
H 3.44506 -0.11851 -0.17267 -0.2 0.1 0.2 0.05
H 2.57895 1.40423 -0.81801 0.1 -0.3 0.0 0.06
H 1.24785 -1.28897 -0.12890 0.1 0.3 -0.2 0.11
H 0.49376 1.30679 -1.61517 -0.2 0.0 0.0 0.10
H -0.29284 -0.24900 -1.86090 0.0 0.1 0.1 0.11
H -1.82220 1.24491 -0.58780 0.3 -0.2 0.1 0.12
H -0.55526 1.55590 0.60273 0.0 -0.1 0.0 0.12
H -0.21681 -0.03496 2.45434 -0.1 -0.2 -0.2 0.07
H -1.07495 -1.71130 2.32809 0.0 0.2 0.2 0.07
H -2.51450 -0.93507 -0.73521 0.1 0.0 0.2 0.10
```
Positions in Å, forces in eV/Å.

## Properties
Net charge = 0
SMILES = C=CCCC(=C)O
Relative energy (zero: lowest compared OMol25 entry of this formula, charge and spin) = 89.8 kJ/mol
HOMO level = -8.769 eV
Molecular weight = 98.1 g mol⁻¹
Frontier orbital gap = 9.61 eV

---

(6)
The following is a quantum chemistry calculation of the molecule C6H10O at a distorted geometry, from OMol25.

XYZ file:
```
17
Properties=species:S:1:pos:R:3:forces:R:3:lowdin_charge:R:1
C 1.81410 -0.36783 0.17505 -0.4 0.0 0.0 -0.09
C 0.71623 0.67872 0.57849 -0.2 0.5 0.1 -0.24
C 0.30669 1.61554 -0.48498 0.2 0.3 -0.3 -0.17
C -0.93171 1.04652 0.11833 0.5 -0.4 0.5 -0.19
C -1.63904 -0.18448 -0.21753 0.4 -0.5 -0.1 -0.10
C -1.07279 -1.31016 0.24578 -0.2 0.1 0.0 -0.23
O -1.28491 -2.56244 -0.21524 -0.5 -0.3 -0.2 0.02
H 1.73801 -0.72681 -0.85991 -0.3 0.1 0.3 0.07
H 2.80116 0.13975 0.22691 -0.6 0.0 0.1 0.08
H 1.91719 -1.25342 0.81784 -0.3 0.3 0.0 0.06
H 0.89841 1.03153 1.58618 0.1 0.5 -0.2 0.11
H 0.55857 1.33017 -1.49959 0.2 0.1 0.0 0.11
H 0.45055 2.66316 -0.24990 -0.1 0.2 -0.4 0.11
H -1.60234 1.85298 0.48792 0.9 -0.6 0.8 0.13
H -2.62095 -0.20799 -0.69664 0.4 0.0 -0.4 0.11
H -0.38912 -1.28545 1.08626 0.0 -0.1 -0.3 0.11
H -1.66006 -2.45979 -1.09895 -0.1 -0.3 0.1 0.10
```
Positions in Å, forces in eV/Å.

## Properties
Net charge = 0
SMILES = C[C@H]1C[C@H]1/C=C/O
Relative energy (zero: lowest compared OMol25 entry of this formula, charge and spin) = 283.9 kJ/mol
HOMO level = -8.029 eV
Molecular weight = 98.1 g mol⁻¹
Frontier orbital gap = 8.99 eV

---

Q: Which value of relative energy (zero: lowest compared OMol25 entry of this formula, charge and spin) does entry 3 give?
A: 209.0 kJ/mol

---

Please write out number 5 again, unchanged.
The following is a quantum chemistry calculation of the molecule C6H10O, from OMol25.

XYZ file:
```
17
Properties=species:S:1:pos:R:3:forces:R:3:lowdin_charge:R:1
C 2.52312 0.36627 -0.48039 -0.1 -0.2 -0.1 0.00
C 1.35508 -0.26926 -0.51231 0.1 0.2 0.0 -0.19
C 0.14109 0.41004 -1.09774 -0.1 -0.1 -0.1 -0.21
C -0.95202 0.79535 -0.07631 0.0 0.0 0.1 -0.15
C -1.35107 -0.41840 0.71655 0.2 0.0 0.4 -0.44
C -0.85904 -0.72958 1.91806 -0.2 0.0 -0.4 0.05
O -2.14623 -1.32844 0.06565 0.0 0.1 -0.1 0.03
H 3.44506 -0.11851 -0.17267 -0.2 0.1 0.2 0.05
H 2.57895 1.40423 -0.81801 0.1 -0.3 0.0 0.06
H 1.24785 -1.28897 -0.12890 0.1 0.3 -0.2 0.11
H 0.49376 1.30679 -1.61517 -0.2 0.0 0.0 0.10
H -0.29284 -0.24900 -1.86090 0.0 0.1 0.1 0.11
H -1.82220 1.24491 -0.58780 0.3 -0.2 0.1 0.12
H -0.55526 1.55590 0.60273 0.0 -0.1 0.0 0.12
H -0.21681 -0.03496 2.45434 -0.1 -0.2 -0.2 0.07
H -1.07495 -1.71130 2.32809 0.0 0.2 0.2 0.07
H -2.51450 -0.93507 -0.73521 0.1 0.0 0.2 0.10
```
Positions in Å, forces in eV/Å.

## Properties
Net charge = 0
SMILES = C=CCCC(=C)O
Relative energy (zero: lowest compared OMol25 entry of this formula, charge and spin) = 89.8 kJ/mol
HOMO level = -8.769 eV
Molecular weight = 98.1 g mol⁻¹
Frontier orbital gap = 9.61 eV

---

Q: Among the records above, which one has the lowest frontier orbital gap?
A: number 1

---

Q: Number 3 is which compound?
A: C6H10O